The following is a DFT calculation (the ωB97M-V functional and the def2-TZVPD basis) of C5H13N3O as an isolated structure in a non-equilibrium geometry.

Properties
- gap between HOMO and LUMO (spin up / spin down) (Ha) = 0.304 / 0.304
- M (g mol⁻¹) = 131.179
- LUMO level (spin up / spin down) (eV) = 0.94 / 0.94
- highest occupied orbital energy (spin up / spin down) (hartree) = -0.2698 / -0.2698

Geometry as ORCA input:
```
! wB97M-V def2-TZVPD RIJCOSX def2/J DEFGRID3
* xyz 0 1
C 1.4416 0.8166 0.1081
C -0.9329 -0.1292 1.7459
C -2.2642 0.4245 -0.3169
C -0.5558 -1.3854 -0.5229
C -0.9161 -0.0323 0.1454
N 2.6777 -1.1540 -1.2856
N 0.0220 1.0621 -0.1151
N 2.9069 -0.0701 -0.8437
O 2.0193 2.0418 0.1661
H 1.6741 0.1217 0.9272
H -0.6973 -1.0870 2.2226
H -0.3941 0.7433 2.1466
H -2.0208 -0.1372 2.1016
H -2.9272 -0.5504 -0.5809
H -2.1164 0.9774 -1.3437
H -2.7295 1.2065 0.2435
H -1.4390 -1.8740 -0.9334
H 0.1130 -1.0644 -1.3967
H -0.0095 -2.0356 0.0611
H 3.5132 -1.6699 -1.6446
H 2.8956 2.0492 -0.1601
H -0.2608 1.7464 -0.7248
*
```

=====

The following is a DFT calculation (the ωB97M-V functional and the def2-TZVPD basis) of an isolated molecule of C5H13N3O in a non-equilibrium geometry.

Properties
- SMILES = [H]/N=C(/N)N(C)C[C@H](C)O
- gap between HOMO and LUMO (Ha) = 0.366
- M (g mol⁻¹) = 131.179
- LUMO level (eV) = 0.86
- highest occupied orbital energy (hartree) = -0.3340

Geometry as ORCA input:
```
! wB97M-V def2-TZVPD RIJCOSX def2/J DEFGRID3
* xyz 0 1
H -1.5009 0.2267 -1.7593
N -1.7351 -0.7294 -1.3746
C -1.3106 -0.7048 -0.1836
N -1.4932 -1.7343 0.6915
N -0.6388 0.4969 0.2619
C -1.5010 1.2972 1.1163
C 0.6848 0.2887 0.8354
C 1.6868 -0.2480 -0.2056
C 1.8097 0.7035 -1.3926
O 1.3789 -1.5622 -0.6196
H -0.8625 -1.8178 1.4720
H -1.8654 -2.5709 0.2714
H -1.6641 0.8431 2.1035
H -1.0504 2.2802 1.2549
H -2.4657 1.4129 0.6247
H 0.6772 -0.3866 1.7074
H 1.0438 1.2611 1.1832
H 2.6576 -0.3379 0.2971
H 2.1522 1.6808 -1.0629
H 0.8412 0.8209 -1.8755
H 2.5211 0.3046 -2.1120
H 0.6345 -1.5247 -1.2340
*
```

=====

The following is a DFT calculation (the ωB97M-V functional and the def2-TZVPD basis) of a 2-piece molecular cluster, C5H13N3O2 overall in a non-equilibrium geometry.

Properties
- SMILES = CCN=C(N)N.CC(=O)O
- gap between HOMO and LUMO (Ha) = 0.326
- M (g mol⁻¹) = 147.178
- LUMO level (eV) = 0.46
- highest occupied orbital energy (hartree) = -0.3087

Geometry as ORCA input:
```
! wB97M-V def2-TZVPD RIJCOSX def2/J DEFGRID3
* xyz 0 1
C -2.2563 -2.6898 1.2879
C -2.6027 -2.1451 -0.2358
N -1.4855 -1.6342 -1.0630
C -0.2150 -1.9446 -1.2631
N 0.6559 -3.1605 -1.2137
N 0.4731 -0.8435 -1.7266
H -2.2802 -3.8877 1.2796
H -2.9798 -2.2456 1.9730
H -0.9965 -2.3567 1.2974
H -3.4953 -2.6915 -0.8372
H -3.1905 -1.0866 -0.1525
H 0.2039 -3.9111 -0.8338
H 1.7178 -2.7445 -1.0638
H 0.1448 -0.0194 -1.4021
H 1.0338 -0.8842 -2.5067
C 1.8543 4.9686 1.0264
C 1.8169 3.6504 0.3735
O 1.5818 3.4365 -0.7837
O 2.1504 2.6235 1.1579
H 2.3557 5.3886 0.3002
H 2.2337 5.0295 2.0737
H 0.8520 5.4591 1.2880
H 2.4277 1.6887 1.0244
*
```

=====

The following is a DFT calculation (the ωB97M-V functional and the def2-TZVPD basis) of an isolated molecule of C5H13N3O2 in a non-equilibrium geometry.

Properties
- SMILES = [H]/N=C(\NN)C(O)(O)CCC
- gap between HOMO and LUMO (Ha) = 0.333
- M (g mol⁻¹) = 147.178
- LUMO level (eV) = 0.86
- highest occupied orbital energy (hartree) = -0.3012

Geometry as ORCA input:
```
! wB97M-V def2-TZVPD RIJCOSX def2/J DEFGRID3
* xyz 0 1
H 2.8344 -0.1750 -2.6297
N 2.0763 -0.5333 -2.0114
C 1.9853 0.1817 -1.0019
N 2.6931 1.3896 -0.7714
N 2.6622 2.0317 0.5181
C 1.0738 -0.4657 0.0438
O 1.2837 -0.0782 1.3802
O 1.2552 -1.8576 0.2636
C -0.4898 -0.2892 -0.3648
C -1.1918 -0.7574 0.8515
C -1.1169 -2.3065 0.8806
H 3.0754 1.7328 -1.6662
H 2.3052 2.9777 0.4423
H 2.1518 1.4613 1.1959
H 1.1061 -0.8896 1.9364
H 1.7490 -2.3912 -0.5820
H -0.6765 0.7684 -0.5806
H -0.7917 -0.8710 -1.1674
H -0.7597 -0.2279 1.7142
H -2.2691 -0.4818 0.8823
H -2.0686 -2.6803 1.1100
H -0.6598 -2.6757 -0.0507
H -0.5002 -2.7212 1.6558
*
```

=====

The following is a DFT calculation (the ωB97M-V functional and the def2-TZVPD basis) of a 2-piece molecular cluster, C5H13N3O2 overall in a non-equilibrium geometry.

Properties
- gap between HOMO and LUMO (spin up / spin down) (Ha) = 0.377 / 0.244
- M (g mol⁻¹) = 147.178
- LUMO level (spin up / spin down) (eV) = -3.57 / -7.17
- expectation value of S² = 0.76
- highest occupied orbital energy (spin up / spin down) (hartree) = -0.5078 / -0.5076

Geometry as ORCA input:
```
! wB97M-V def2-TZVPD RIJCOSX def2/J DEFGRID3
* xyz 1 2
C -1.0675 -0.6399 0.8043
C -1.7252 -2.0710 0.6179
C 0.1939 -0.6589 -1.2395
N -0.5944 -0.0105 -0.3915
N 1.1723 -1.5838 -0.9764
N 0.0863 -0.2398 -2.5319
H -1.8496 0.0215 1.1234
H -0.3155 -0.8538 1.5843
H -2.7096 -1.9684 0.1329
H -1.6527 -2.8046 1.4256
H 2.1553 0.3474 1.2901
H 1.7525 -1.4500 -0.1411
H 1.7943 -2.0725 -1.6064
H 0.4901 -0.7711 -3.2906
H -0.2962 0.7137 -2.5010
H -1.0795 -2.3425 -0.3727
C -0.0442 2.7587 0.8905
C 1.2207 2.0634 0.7539
O 1.2586 0.7223 1.3062
O 2.3066 2.3861 0.3620
H -0.7035 2.1428 1.6131
H -0.4406 2.5156 -0.0727
H 0.0478 3.7952 1.2197
*
```

=====

The following is a DFT calculation (the ωB97M-V functional and the def2-TZVPD basis) of C5H13N3S as an isolated structure in a non-equilibrium geometry.

Properties
- gap between HOMO and LUMO (spin up / spin down) (Ha) = 0.327 / 0.327
- M (g mol⁻¹) = 147.247
- LUMO level (spin up / spin down) (eV) = -9.39 / -9.39
- highest occupied orbital energy (spin up / spin down) (hartree) = -0.6717 / -0.6717

Geometry as ORCA input:
```
! wB97M-V def2-TZVPD RIJCOSX def2/J DEFGRID3
* xyz 2 1
C 1.1292 -0.1810 -0.9732
C -1.9045 1.0584 0.6213
C -3.5261 -0.6549 -0.3178
C 3.1752 -0.1723 0.1551
C -2.1370 -0.0736 -0.1540
N 1.5946 -1.8061 0.6175
N 1.4574 1.0482 -1.6381
N 1.8235 -0.6988 -0.0452
S -0.9869 -1.0108 -0.9344
H -2.6977 1.7406 0.6406
H -1.9685 0.5008 1.6942
H -1.0243 1.5544 0.5021
H -3.6873 -1.1303 0.6106
H -3.7171 -1.3910 -1.1364
H -4.4178 0.0071 -0.2717
H 3.2671 0.7277 -0.3509
H 3.8749 -0.9802 -0.1956
H 3.3898 0.1275 1.2219
H 0.6686 -2.2125 0.7121
H 2.2746 -2.1557 1.2617
H 1.7650 1.0562 -2.6298
H 0.9832 1.9069 -1.3349
*
```

=====

The following is a DFT calculation (the ωB97M-V functional and the def2-TZVPD basis) of an isolated ion of composition C5H13N4 and charge +1 in a non-equilibrium geometry.

Properties
- gap between HOMO and LUMO (spin up / spin down) (Ha) = 0.306 / 0.306
- M (g mol⁻¹) = 129.187
- LUMO level (spin up / spin down) (eV) = -4.09 / -4.10
- highest occupied orbital energy (spin up / spin down) (hartree) = -0.4568 / -0.4569

Geometry as ORCA input:
```
! wB97M-V def2-TZVPD RIJCOSX def2/J DEFGRID3
* xyz 1 1
C 2.0540 -0.3783 0.3980
C 1.1764 -1.5237 0.4616
C -0.4004 -0.4339 -0.9837
C -2.6179 0.3037 -0.3435
C -0.9033 0.5683 1.2751
N 3.0270 -0.1328 1.1565
N 1.6691 0.4856 -0.7214
N 0.6355 0.2433 -1.6110
N -1.1726 0.5167 -0.1969
H 1.7380 -2.3104 -0.0910
H 0.7114 -1.7566 1.4047
H -0.9596 -1.0636 -1.6212
H -3.1299 1.3034 -0.0738
H -2.7835 0.2295 -1.3755
H -2.9871 -0.5290 0.2123
H -0.9822 -0.4625 1.7700
H 0.1445 0.9508 1.4131
H -1.5185 1.2818 1.7997
H 3.8542 0.2899 0.8566
H 2.2793 1.2936 -0.9705
H 1.0596 -0.3830 -2.3416
H -0.8940 1.5071 -0.4175
*
```

=====

The following is a DFT calculation (the ωB97M-V functional and the def2-TZVPD basis) of an isolated ion of composition C5H13N4OS and charge +1 in a non-equilibrium geometry.

Properties
- gap between HOMO and LUMO (Ha) = 0.257
- M (g mol⁻¹) = 177.253
- LUMO level (eV) = -6.39
- highest occupied orbital energy (hartree) = -0.4915

Geometry as ORCA input:
```
! wB97M-V def2-TZVPD RIJCOSX def2/J DEFGRID3
* xyz 1 1
C -1.1183 -2.3490 -0.2168
C 1.5147 1.2771 -0.5050
C 1.6258 0.1718 0.6620
C 0.9778 2.7175 -0.1492
C 0.9130 -1.1656 0.3995
N -0.5363 2.7051 -0.1102
N -0.5307 -1.2538 0.5792
N -2.4924 -2.1422 -0.3883
N -0.3290 -3.1709 -0.7123
O -2.6060 -0.3494 1.6894
S -1.1887 -0.1042 1.3790
H 2.5500 1.3741 -1.1080
H 0.6922 0.9426 -1.2904
H 2.6546 0.0317 1.0658
H 1.1960 0.7119 1.4651
H 1.3921 3.1034 0.6993
H 1.3848 3.3810 -0.9295
H 0.9557 -1.5977 -0.6471
H 1.3885 -1.9624 0.9231
H -2.8711 -1.5841 0.3422
H -3.0482 -2.8136 -1.0123
H -0.9212 2.4730 -1.0312
H -0.7346 -3.9869 -1.1933
H -0.8687 3.5903 0.0890
*
```

=====

The following is a DFT calculation (the ωB97M-V functional and the def2-TZVPD basis) of an isolated ion of composition C5H13N4OS and charge +1 in a non-equilibrium geometry.

Properties
- SMILES = C[N+]1(C(=O)NS(C)(=N)=N)CC1
- gap between HOMO and LUMO (Ha) = 0.380
- M (g mol⁻¹) = 177.253
- LUMO level (eV) = -3.39
- highest occupied orbital energy (hartree) = -0.5041

Geometry as ORCA input:
```
! wB97M-V def2-TZVPD RIJCOSX def2/J DEFGRID3
* xyz 1 1
C -2.6238 -0.7642 -0.9958
N -1.5350 -1.0652 -0.0234
C -0.4157 0.1919 0.2542
O -0.6788 0.6831 1.3332
N 0.4682 0.4327 -0.6607
S 2.0884 1.7120 -0.3696
C 2.4959 1.1512 1.2662
N 2.9839 1.2454 -1.4659
N 1.5343 3.0799 -0.1266
C -1.8810 -1.8388 1.2159
C -1.0942 -2.4474 0.1460
H -3.1587 -1.6103 -1.2566
H -3.2358 0.0065 -0.6236
H -2.1500 -0.3638 -2.0018
H 0.7849 -0.2761 -1.3727
H 3.4687 1.4455 1.5301
H 1.7203 1.7282 1.6891
H 2.2522 0.1518 1.3908
H 3.4366 1.7491 -2.1943
H 1.3772 3.8770 -0.6880
H -2.8966 -2.0521 1.3816
H -1.4020 -1.4439 2.1233
H -0.0794 -2.5932 0.1225
H -1.4597 -2.9993 -0.6739
*
```

=====

The following is a DFT calculation (the ωB97M-V functional and the def2-TZVPD basis) of C5H13N4S as an isolated structure in a non-equilibrium geometry.

Properties
- gap between HOMO and LUMO (Ha) = 0.342
- M (g mol⁻¹) = 161.254
- LUMO level (eV) = -3.62
- highest occupied orbital energy (hartree) = -0.4754

Geometry as ORCA input:
```
! wB97M-V def2-TZVPD RIJCOSX def2/J DEFGRID3
* xyz 1 1
C -2.3956 -0.7536 0.2464
C -1.1945 1.4424 -0.6747
C 2.1134 1.0775 1.1838
C 1.9127 -0.4784 -1.3725
C 1.0799 -0.0368 1.0493
N -1.3290 -1.1396 -0.3270
N -3.3779 -1.5721 0.6953
N 0.8255 -0.3284 -0.3089
N -0.3941 -0.2771 -0.8320
S -2.5857 1.0467 0.1842
H -0.3630 1.9746 -0.1635
H -1.3680 1.5973 -1.7538
H 2.5329 1.1116 2.2361
H 2.8164 0.9605 0.3452
H 1.7571 2.0754 0.9207
H 2.5870 -1.0944 -0.7834
H 1.4810 -1.0362 -2.1934
H 2.2838 0.4645 -1.7169
H 1.4924 -0.9029 1.6394
H 0.0312 0.2706 1.4739
H -3.2779 -2.6765 0.5583
H -4.0610 -1.4146 1.3988
H -0.5666 -0.3104 -1.8051
*
```

=====

The following is a DFT calculation (the ωB97M-V functional and the def2-TZVPD basis) of C5H13NO as an isolated structure in a non-equilibrium geometry.

Properties
- gap between HOMO and LUMO (spin up / spin down) (Ha) = 0.119 / 0.325
- M (g mol⁻¹) = 103.165
- LUMO level (spin up / spin down) (eV) = 4.16 / 4.01
- expectation value of S² = 0.75
- highest occupied orbital energy (spin up / spin down) (hartree) = 0.0341 / -0.1782

Geometry as ORCA input:
```
! wB97M-V def2-TZVPD RIJCOSX def2/J DEFGRID3
* xyz -1 2
N 0.7630 0.5467 -0.0624
C 0.1515 1.5837 0.9308
C -1.3501 1.2751 0.6550
C -1.5218 -0.0037 -0.1110
C -0.2732 -0.0484 -1.0240
C 0.1328 -1.4494 -1.4374
H 0.2576 0.2250 1.1255
H 0.5923 2.6028 0.6231
H 0.2812 1.6751 1.9883
H -1.8079 1.1892 1.7439
H -1.6877 2.1120 0.0550
H -1.5381 -0.8164 0.5890
H -2.5791 0.0734 -0.6554
H -0.3504 0.7942 -1.7897
H -0.3770 -1.9950 -2.2126
H 1.3262 -1.3969 -1.7958
H 0.0590 -2.1513 -0.5407
H 3.3069 -1.6281 1.1041
H 1.9892 -0.9297 0.4311
O 2.6256 -1.6582 0.3834
*
```

=====

The following is a DFT calculation (the ωB97M-V functional and the def2-TZVPD basis) of a 2-piece molecular cluster, C5H13NO overall in a non-equilibrium geometry.

Properties
- gap between HOMO and LUMO (spin up / spin down) (Ha) = 0.093 / 0.321
- M (g mol⁻¹) = 103.165
- LUMO level (spin up / spin down) (eV) = 3.83 / 3.77
- expectation value of S² = 0.75
- highest occupied orbital energy (spin up / spin down) (hartree) = 0.0481 / -0.1824

Geometry as ORCA input:
```
! wB97M-V def2-TZVPD RIJCOSX def2/J DEFGRID3
* xyz -1 2
C -0.4173 0.4588 0.9777
N -0.5276 -0.0537 -0.4240
C -1.9439 -0.1003 -0.9554
C 0.1785 -1.3768 -0.5231
C -0.0141 -1.8299 0.8222
C 0.2282 -0.5954 1.7963
H -1.3479 0.5614 1.4717
H 0.0171 1.4086 1.0245
H -2.2916 0.5896 -1.7432
H -2.7198 0.0533 -0.1207
H -2.1352 -1.1795 -1.0904
H 1.2669 -1.1485 -0.6444
H 0.1580 -2.0831 -1.4730
H 0.7515 -2.5803 1.0616
H -0.9789 -2.2722 1.2225
H -0.2791 -1.0220 2.7952
H 1.3017 -0.5712 2.2019
H 3.2828 3.2664 -2.2463
H 2.4427 4.3537 -1.7356
O 3.0280 4.1215 -2.4176
*
```